(1)
Density functional theory data (ωB97M-V with the def2-TZVPD basis set) for a structure of composition C27H45BrCdN2OP2 in a non-equilibrium geometry.

```
! wB97M-V def2-TZVPD RIJCOSX def2/J DEFGRID3
* xyz 2 1
N 2.834 -0.257 -9.500
C 3.884 -0.022 -8.703
C 3.751 0.181 -7.313
C 2.478 -0.007 -6.696
C 1.406 -0.335 -7.560
C 1.624 -0.360 -8.949
C 2.277 0.148 -5.265
Cd 0.311 0.330 1.289
P -1.235 -3.038 4.495
C 1.165 -0.266 -4.594
C 1.052 -0.310 -3.164
C 0.176 -1.225 -2.470
C 0.456 -1.558 -1.141
C 1.489 -0.858 -0.382
C 2.188 0.227 -1.060
C 1.970 0.473 -2.412
Br 2.813 -2.043 0.428
H 3.120 0.616 -4.741
H 0.328 -0.738 -5.122
H 4.653 0.448 -6.760
H 0.416 -0.546 -7.183
H 4.874 -0.008 -9.189
H 0.795 -0.486 -9.648
H -0.608 -1.733 -3.058
H 2.596 1.207 -2.950
H 0.000 -2.368 -0.558
H 2.948 0.707 -0.436
P -1.791 1.517 0.710
C 0.413 -3.424 3.871
C 0.793 -4.871 4.223
H 1.085 -2.697 4.343
H 0.457 -3.182 2.800
H 1.865 -5.014 4.023
H 0.596 -5.060 5.291
H 0.196 -5.580 3.628
C -2.358 -3.214 3.051
C -3.678 -3.749 3.637
H -1.915 -3.893 2.307
H -2.475 -2.246 2.538
H -4.342 -4.150 2.854
H -3.445 -4.552 4.358
H -4.191 -2.944 4.191
C -1.210 -1.271 4.848
C -0.987 -0.999 6.338
H -2.176 -0.892 4.504
H -0.466 -0.831 4.172
H -1.331 0.015 6.577
H -1.581 -1.707 6.930
H 0.079 -1.108 6.592
C -2.240 2.885 1.844
C -2.965 4.111 1.286
H -1.293 3.188 2.321
H -2.856 2.392 2.612
H -2.270 4.798 0.792
H -3.786 3.871 0.601
H -3.394 4.652 2.135
C -3.210 0.333 0.695
C -3.594 -0.255 -0.666
H -4.060 0.861 1.157
H -2.947 -0.487 1.386
H -4.045 0.496 -1.334
H -2.734 -0.727 -1.168
H -4.345 -1.040 -0.502
C -1.708 2.373 -0.911
C -0.618 3.434 -1.093
H -2.699 2.830 -1.050
H -1.610 1.604 -1.690
H -0.218 3.377 -2.106
H -1.002 4.451 -0.983
H 0.222 3.307 -0.410
C 3.834 1.861 2.210
C 2.725 2.829 1.965
N 3.137 4.099 1.761
O 1.502 2.494 1.939
H 4.814 2.365 2.326
H 3.845 1.156 1.369
H 3.590 1.269 3.104
H 2.497 4.847 1.536
H 4.127 4.304 1.730
*
```

Atom charges from the Mulliken analysis, given in e for atoms 1 to 6: number 1, N, carries -0.5211; number 2, C, carries -0.2923; number 3, C, carries -0.5091; number 4, C, carries 0.6060; number 5, C, carries -0.4311; number 6, C, carries -0.3696

(2)
Density functional theory data (ωB97M-V with the def2-TZVPD basis set) for a structure of composition C27H45BrCoN2O2P2 in a non-equilibrium geometry.

* ⟨S²⟩: 4.01

```
! wB97M-V def2-TZVPD RIJCOSX def2/J DEFGRID3
* xyz 2 4
N 1.775 6.136 -3.352
C 2.661 5.609 -2.503
C 3.049 4.269 -2.584
C 2.478 3.456 -3.590
C 1.544 4.045 -4.472
C 1.232 5.399 -4.321
C 2.804 2.052 -3.711
Co -1.033 -2.446 -0.908
P -1.561 -2.961 2.229
C 1.955 1.176 -4.340
C 1.626 -0.118 -3.795
C 0.463 -0.762 -4.282
C -0.238 -1.644 -3.465
C 0.281 -1.841 -2.169
C 1.596 -1.559 -1.829
C 2.265 -0.631 -2.634
Br -1.998 -4.543 -0.899
H 3.747 1.730 -3.268
H 1.333 1.475 -5.201
H 3.793 3.870 -1.898
H 1.115 3.475 -5.293
H 3.083 6.253 -1.727
H 0.521 5.873 -5.005
H 0.081 -0.435 -5.247
H 3.235 -0.227 -2.330
H -1.175 -2.112 -3.776
H 2.026 -1.967 -0.914
P -1.639 -0.107 -0.391
C 0.018 -3.938 2.345
C 0.027 -5.368 2.860
H 0.650 -3.307 2.990
H 0.495 -3.869 1.352
H 1.038 -5.618 3.210
H -0.644 -5.513 3.714
H -0.220 -6.073 2.059
C -3.144 -3.958 2.153
C -3.140 -5.476 2.194
H -3.597 -3.626 1.205
H -3.769 -3.557 2.962
H -3.727 -5.859 1.351
H -2.139 -5.909 2.141
H -3.626 -5.842 3.112
C -1.661 -2.358 3.974
C -1.798 -3.427 5.056
H -2.524 -1.674 4.013
H -0.739 -1.763 4.105
H -2.218 -2.947 5.949
H -2.488 -4.238 4.774
H -0.822 -3.846 5.336
C -1.966 1.036 1.015
C -2.611 0.489 2.280
H -2.597 1.843 0.602
H -0.990 1.469 1.269
H -2.990 1.336 2.870
H -3.457 -0.182 2.089
H -1.872 -0.039 2.891
C -3.378 -0.463 -0.879
C -3.521 -1.148 -2.227
H -3.896 0.506 -0.852
H -3.798 -1.085 -0.074
H -4.591 -1.205 -2.466
H -3.021 -0.592 -3.032
H -3.128 -2.179 -2.208
C -1.085 1.102 -1.674
C -0.516 2.448 -1.224
H -1.944 1.253 -2.346
H -0.325 0.574 -2.264
H -0.250 3.046 -2.105
H -1.230 3.027 -0.628
H 0.405 2.321 -0.638
N 2.359 1.243 2.740
C 3.049 0.287 1.831
C 1.941 -0.709 1.480
O 2.256 -1.847 1.092
O 0.763 -0.250 1.668
H 2.718 2.196 2.672
H 2.469 0.942 3.713
H 1.346 1.127 2.452
H 3.432 0.817 0.959
H 3.875 -0.194 2.344
*
```

Atom charges from the Mulliken analysis, given in e for atoms 1 to 6: number 1, N, carries -0.5212; number 2, C, carries -0.4081; number 3, C, carries -0.4042; number 4, C, carries 0.8670; number 5, C, carries -0.3063; number 6, C, carries -0.4492

(3)
Density functional theory data (ωB97M-V with the def2-TZVPD basis set) for a cluster of 3 separate species, C27H45ClF6NO10Si in total in a non-equilibrium geometry.

```
! wB97M-V def2-TZVPD RIJCOSX def2/J DEFGRID3
* xyz 1 1
C 2.725 2.116 0.816
C 3.667 1.765 -0.300
O 4.674 1.151 -0.180
O 3.257 2.234 -1.532
C 3.632 1.385 -2.624
C 3.200 2.016 -3.945
C 1.781 2.594 -3.953
C 0.712 1.503 -3.992
N 0.152 1.329 -2.604
C -1.001 2.244 -2.344
C -1.289 2.288 -0.832
C -0.815 3.595 -0.188
C -0.598 3.537 1.336
O -1.679 4.068 2.079
Si -3.179 3.332 2.123
C -4.291 3.858 0.703
C -3.034 1.457 2.084
C -3.966 3.891 3.708
O -0.670 1.194 -0.178
C -0.843 -0.055 -0.803
C -0.251 -1.125 0.133
C 0.946 -0.569 0.873
O 0.924 0.091 1.833
Cl 2.511 -0.946 0.080
C -0.138 -0.093 -2.187
C -0.890 -0.960 -3.202
C -2.371 -0.688 -3.408
O -3.203 -1.485 -3.109
H 3.163 2.925 1.409
H 2.608 1.244 1.463
H 1.752 2.445 0.451
H 4.714 1.225 -2.630
H 3.171 0.398 -2.467
H 3.285 1.224 -4.701
H 3.901 2.801 -4.243
H 1.629 3.221 -3.067
H 1.674 3.259 -4.815
H 1.178 0.556 -4.282
H -0.118 1.732 -4.662
H 0.901 1.643 -1.972
H -0.714 3.240 -2.698
H -1.847 1.909 -2.942
H -2.381 2.216 -0.710
H 0.119 3.925 -0.669
H -1.567 4.362 -0.399
H 0.285 4.135 1.585
H -0.393 2.513 1.661
H -4.783 4.815 0.893
H -3.801 3.920 -0.276
H -5.078 3.097 0.609
H -2.010 1.071 2.079
H -3.533 1.038 2.961
H -3.538 1.052 1.195
H -5.026 3.625 3.740
H -3.442 3.439 4.557
H -3.852 4.976 3.806
H -1.917 -0.272 -0.901
H 0.016 -2.008 -0.453
H -0.988 -1.421 0.885
H 0.857 -0.533 -2.047
H -0.844 -1.986 -2.815
H -0.394 -0.970 -4.178
H -2.676 0.266 -3.879
C 5.912 -2.494 -0.756
C 5.614 -3.706 -1.612
O 6.562 -4.764 -1.365
C 6.301 -5.530 -0.313
O 5.372 -5.436 0.435
C 7.370 -6.643 -0.195
F 8.598 -6.158 -0.387
F 7.134 -7.581 -1.123
F 7.315 -7.208 1.005
H 6.932 -2.149 -0.921
H 5.229 -1.682 -1.010
H 5.797 -2.725 0.302
H 5.719 -3.480 -2.671
H 4.607 -4.084 -1.436
C -3.893 -4.022 5.562
C -4.439 -4.280 4.177
O -5.462 -3.312 3.833
C -5.046 -2.152 3.369
O -3.916 -1.795 3.179
C -6.266 -1.259 3.032
F -7.191 -1.304 3.987
F -6.817 -1.676 1.882
F -5.881 0.008 2.872
H -4.699 -4.018 6.295
H -3.185 -4.806 5.829
H -3.380 -3.062 5.609
H -4.945 -5.240 4.120
H -3.657 -4.253 3.420
*
```

Atom charges from the Mulliken analysis, given in e for atoms 1 to 6: number 1, C, carries -0.3452; number 2, C, carries 0.2593; number 3, O, carries -0.5189; number 4, O, carries -0.2975; number 5, C, carries -0.1055; number 6, C, carries -1.2500

(4)
Density functional theory data (ωB97M-V with the def2-TZVPD basis set) for a structure of composition C27H45FNORbSi in a non-equilibrium geometry.

```
! wB97M-V def2-TZVPD RIJCOSX def2/J DEFGRID3
* xyz -2 1
Rb -0.006 0.010 -0.728
C -0.837 -0.811 2.287
C 0.310 -1.655 2.314
C 1.434 -0.755 2.486
C 0.925 0.567 2.532
C -0.482 0.529 2.440
C -1.425 1.735 2.389
C -2.454 1.694 1.234
C -2.277 1.878 3.710
C -0.638 3.053 2.212
C 2.986 -0.961 2.548
C 3.694 0.371 2.849
C 3.419 -1.928 3.668
C 3.471 -1.521 1.204
C 0.178 -3.169 2.391
C -1.177 -3.630 1.841
C 0.125 -3.608 3.896
C 1.255 -4.013 1.654
H -1.881 -1.143 2.168
H 1.506 1.457 2.618
H -3.063 0.783 1.203
H -1.917 1.749 0.300
H -3.125 2.581 1.290
H -2.866 0.986 3.816
H -2.965 2.728 3.613
H -1.669 2.087 4.590
H -0.020 3.016 1.314
H 0.012 3.254 3.090
H -1.342 3.884 2.120
H 3.370 0.891 3.768
H 3.543 1.061 2.020
H 4.749 0.209 2.918
H 2.980 -1.508 4.602
H 4.505 -1.976 3.754
H 3.023 -2.918 3.503
H 3.190 -0.857 0.349
H 3.076 -2.488 0.996
H 4.570 -1.548 1.126
H -2.018 -3.176 2.391
H -1.263 -4.721 2.012
H -1.288 -3.413 0.732
H -0.656 -3.012 4.386
H 1.066 -3.347 4.344
H -0.098 -4.665 3.995
H 1.304 -3.741 0.602
H 1.022 -5.109 1.708
H 2.237 -3.929 2.054
C -0.365 3.427 -4.693
Si -1.416 2.841 -3.231
C -2.937 3.916 -3.409
C -0.623 3.546 -1.692
N -1.681 1.176 -3.039
C -1.954 0.265 -3.999
C -2.058 0.473 -5.407
C -2.248 -0.542 -6.344
C -2.319 -1.875 -5.926
C -2.261 -2.135 -4.547
C -2.116 -1.125 -3.642
F -2.029 -1.460 -2.327
H -0.113 4.474 -4.574
H -0.953 3.322 -5.638
H 0.547 2.878 -4.848
H -2.602 4.991 -3.369
H -3.602 3.813 -2.546
H -3.501 3.712 -4.347
H -0.437 4.618 -1.822
H 0.296 3.081 -1.439
H -1.363 3.444 -0.860
H -2.003 1.479 -5.774
H -2.326 -0.250 -7.395
H -2.417 -2.642 -6.697
H -2.234 -3.140 -4.201
C 3.642 -0.651 -2.117
O 2.306 -0.552 -1.851
H 3.893 -0.423 -3.175
H 4.135 -1.632 -1.856
H 4.256 0.054 -1.548
*
```

Atom charges from the Mulliken analysis, given in e for atoms 1 to 6: number 1, Rb, carries 0.8464; number 2, C, carries -0.6360; number 3, C, carries 0.5485; number 4, C, carries 0.3823; number 5, C, carries -0.6293; number 6, C, carries -1.4775

(5)
Density functional theory data (ωB97M-V with the def2-TZVPD basis set) for a structure of composition C27H45FNORbSi in a non-equilibrium geometry.

```
! wB97M-V def2-TZVPD RIJCOSX def2/J DEFGRID3
* xyz -2 1
Rb 0.204 0.799 0.463
C -1.642 -1.795 0.655
C -2.246 -1.052 1.745
C -2.801 0.154 1.132
C -2.718 -0.096 -0.314
C -1.937 -1.215 -0.553
C -1.569 -1.772 -1.890
C -2.332 -3.067 -2.221
C -1.958 -0.829 -2.991
C -0.082 -2.016 -1.978
C -3.388 1.411 1.729
C -4.085 2.294 0.625
C -4.649 1.205 2.667
C -2.356 2.317 2.396
C -2.079 -1.553 3.184
C -0.967 -2.640 3.335
C -3.394 -2.149 3.709
C -1.682 -0.452 4.137
H -0.865 -2.545 0.699
H -3.097 0.518 -1.137
H -3.439 -2.966 -2.172
H -2.028 -3.871 -1.618
H -2.131 -3.408 -3.247
H -3.013 -0.553 -2.879
H -1.650 -1.244 -3.981
H -1.391 0.110 -2.758
H 0.274 -2.743 -1.207
H 0.576 -1.160 -1.962
H 0.091 -2.539 -2.934
H -4.861 1.673 0.066
H -3.288 2.632 -0.074
H -4.420 3.145 1.196
H -5.339 0.511 2.310
H -5.232 2.114 2.781
H -4.471 0.818 3.681
H -1.729 2.835 1.646
H -1.680 1.826 3.058
H -2.801 3.130 2.937
H -1.165 -3.382 2.566
H -1.060 -3.265 4.252
H 0.018 -2.311 3.287
H -3.601 -3.119 3.152
H -4.162 -1.380 3.616
H -3.417 -2.488 4.760
H -0.768 0.073 3.808
H -1.528 -0.936 5.067
H -2.410 0.316 4.161
C 5.082 1.476 -3.670
Si 3.632 0.474 -2.996
C 3.614 -1.125 -4.035
C 2.239 1.503 -3.814
N 3.479 0.542 -1.284
C 4.370 0.209 -0.358
C 5.740 -0.200 -0.606
C 6.624 -0.406 0.450
C 6.181 -0.329 1.801
C 4.870 0.028 2.071
C 4.061 0.348 1.021
F 2.810 0.839 1.347
H 6.109 1.093 -3.756
H 5.232 2.224 -2.949
H 4.786 1.924 -4.607
H 4.078 -0.902 -5.054
H 2.568 -1.377 -4.097
H 4.189 -1.928 -3.639
H 2.500 1.614 -4.878
H 2.409 2.480 -3.411
H 1.199 1.175 -3.572
H 6.137 -0.308 -1.554
H 7.582 -0.692 0.135
H 6.899 -0.317 2.588
H 4.527 0.103 3.102
C -0.480 4.203 -0.630
O -0.916 2.893 -0.289
H -1.590 4.666 -0.831
H 0.054 3.913 -1.510
H 0.280 4.546 0.124
*
```

Atom charges from the Mulliken analysis, given in e for atoms 1 to 6: number 1, Rb, carries 0.7552; number 2, C, carries -0.8887; number 3, C, carries 0.5258; number 4, C, carries -0.5350; number 5, C, carries -0.6461; number 6, C, carries -0.8802

(6)
Density functional theory data (ωB97M-V with the def2-TZVPD basis set) for a structure of composition C27H46AsN3O5SiW in a non-equilibrium geometry.

```
! wB97M-V def2-TZVPD RIJCOSX def2/J DEFGRID3
* xyz 2 1
W 0.150 -0.299 0.232
O 0.286 -3.690 -2.086
C 0.588 -2.698 -1.449
N -0.271 -1.654 -1.155
C -1.612 -1.811 -1.702
C -2.379 -0.567 -1.368
C -3.626 -0.274 -1.887
C -4.252 0.915 -1.532
C -3.583 1.784 -0.670
C -2.335 1.442 -0.198
N -1.721 0.268 -0.516
C 1.915 -2.405 -0.882
C 3.035 -3.197 -1.105
C 4.263 -2.791 -0.623
C 4.332 -1.569 0.066
C 3.196 -0.839 0.281
N 1.956 -1.227 -0.156
H -2.109 -2.707 -1.290
H -1.566 -1.974 -2.790
H -4.092 -0.969 -2.566
H -5.226 1.164 -1.921
H -4.038 2.714 -0.369
H -1.776 2.100 0.467
H 2.904 -4.105 -1.674
H 5.150 -3.379 -0.785
H 5.277 -1.204 0.432
H 3.230 0.104 0.826
C -3.713 2.502 3.073
C -3.076 1.254 3.684
C -3.577 1.047 5.107
C -3.343 0.009 2.837
O -1.661 1.513 3.745
Si -0.346 0.687 3.384
O -0.074 0.702 1.733
O 0.995 1.233 4.071
C 1.729 2.459 3.918
C 0.752 3.619 3.774
C 2.591 2.626 5.165
C 2.616 2.317 2.673
O -0.552 -0.902 3.705
C 0.093 -2.052 3.194
C -0.626 -2.428 1.873
C 1.574 -1.761 2.941
C -0.044 -3.178 4.221
H -4.778 2.351 2.928
H -3.252 2.736 2.118
H -3.570 3.350 3.737
H -4.655 0.913 5.104
H -3.335 1.913 5.715
H -3.109 0.172 5.549
H -4.406 -0.097 2.640
H -2.991 -0.869 3.371
H -2.807 0.082 1.886
H 0.104 3.646 4.645
H 0.121 3.463 2.901
H 1.277 4.566 3.687
H 1.956 2.705 6.043
H 3.198 3.523 5.085
H 3.249 1.771 5.291
H 2.001 1.996 1.819
H 3.392 1.577 2.856
H 3.092 3.265 2.439
H -0.869 -1.483 1.293
H -1.588 -2.888 2.112
H -0.045 -3.151 1.289
H 1.675 -0.862 2.315
H 2.076 -2.613 2.488
H 2.049 -1.549 3.896
H -1.087 -3.370 4.453
H 0.451 -2.888 5.143
H 0.408 -4.092 3.847
C 2.971 1.853 -1.530
As 1.075 1.719 -0.960
C 0.250 1.803 -2.747
C 0.786 3.619 -0.424
H 3.029 2.592 -2.336
H 3.330 0.892 -1.908
H 3.618 2.179 -0.712
H 0.745 2.552 -3.373
H -0.806 2.070 -2.668
H 0.331 0.829 -3.233
H -0.163 3.990 -0.823
H 1.595 4.241 -0.822
H 0.781 3.724 0.661
*
```

Atom charges from the Mulliken analysis, given in e for atoms 1 to 6: number 1, W, carries -2.8514; number 2, O, carries -0.6148; number 3, C, carries -0.2044; number 4, N, carries 0.3788; number 5, C, carries -1.1887; number 6, C, carries 0.5086

Number 1: energy -126925.5685 eV. Number 2: energy -162033.2472 eV. Number 3: energy -87395.1120 eV. Number 4: energy -43518.3744 eV. Number 5: energy -43515.4962 eV. Number 6: energy -113988.4745 eV.